CH2ClNO2S | ωB97M-V/def2-TZVPD

Structure (XYZ):
```
8
Properties=species:S:1:pos:R:3:forces:R:3
C -1.227350 1.509488 -0.552277 -0.2 0.3 0.1
N -0.512251 0.772795 -1.037487 0.1 -0.3 -0.6
O 2.279382 0.980493 0.008864 -0.3 -0.3 0.1
O 0.758304 -0.613729 1.090522 0.5 0.4 0.7
S 1.506756 -0.224542 -0.069324 1.2 0.2 -0.3
Cl -0.985418 -2.554950 0.010615 -0.6 -0.7 -0.4
H -1.853427 2.210491 -0.082214 -0.5 0.4 0.3
H 0.034007 -2.080048 0.631298 -0.2 -0.1 0.2
```
Positions in Å, forces in eV/Å.

Highest occupied orbital energy, eV: -11.09
Energy relative to the best compared isomer or geometry (same formula, charge and spin), eV: 1.4007
LUMO energy, eV: -0.80
Frontier orbital gap, eV: 10.3
Max |F|, eV/A: 1.2

The computed Löwdin charges, all in e, follow:
1 C 0.013
2 N 0.028
3 O -0.408
4 O -0.503
5 S 0.824
6 Cl 0.280
7 H 0.070
8 H -0.303